Entry 1:
One molecule with the formula C6H9N3 in a non-equilibrium geometry. Source: the OMol25 dataset; level of theory: ωB97M-V/def2-TZVPD.

Results
Gap between HOMO and LUMO in eV: 9.6
Relative energy (zero: lowest compared OMol25 entry of this formula, charge and spin) in kcal/mol: 52.90
HOMO energy in eV: -8.59
Total charge: 0
SMILES string: CCNc1ncccn1

Last column: natural (NBO) charge in e.
Positions of all 18 atoms, in Å:
1 C 3.16 -0.11 -0.21  -0.552
2 C 1.76 0.41 0.24  -0.223
3 N 0.85 -0.53 -0.15  -0.581
4 C -0.54 -0.27 -0.09  0.569
5 N -0.90 1.06 -0.06  -0.516
6 C -2.18 1.23 -0.10  0.090
7 C -3.16 0.29 -0.02  -0.385
8 C -2.67 -1.08 -0.03  0.112
9 N -1.41 -1.30 0.02  -0.520
10 H 4.03 0.73 0.14  0.199
11 H 3.42 -1.02 0.53  0.186
12 H 3.28 -0.42 -1.11  0.187
13 H 1.76 0.70 1.18  0.175
14 H 1.45 1.29 -0.30  0.216
15 H 1.09 -1.65 0.09  0.395
16 H -2.40 2.48 -0.16  0.190
17 H -4.33 0.33 0.01  0.245
18 H -3.20 -2.14 0.02  0.213



Entry 2:
C2H3N4O as an isolated structure in a non-equilibrium geometry. Source: the OMol25 dataset; level of theory: ωB97M-V/def2-TZVPD.

Results
Gap between HOMO and LUMO in eV: 9.3
Relative energy (zero: lowest compared OMol25 entry of this formula, charge and spin) in kcal/mol: 79.57
HOMO energy in eV: -4.63
Total charge: -1

Last column: natural (NBO) charge in e.
Positions of all 10 atoms, in Å:
1 C -1.98 0.38 -0.08  0.073
2 C -0.03 0.16 -0.27  0.410
3 N -0.97 1.06 -0.66  -0.593
4 N -1.68 -0.70 0.60  -0.360
5 N -0.39 -0.89 0.48  -0.463
6 N 2.04 0.26 -0.64  -0.347
7 O 2.48 -0.88 0.16  -0.667
8 H -3.01 0.82 -0.10  0.152
9 H 1.54 -1.26 0.50  0.493
10 H 2.01 1.03 0.03  0.302



Entry 3:
One molecule with the formula C3H8S2 in a non-equilibrium geometry. Source: the OMol25 dataset; level of theory: ωB97M-V/def2-TZVPD.

Results
Gap between HOMO and LUMO in eV: 7.6
Relative energy (zero: lowest compared OMol25 entry of this formula, charge and spin) in kcal/mol: 43.60
HOMO energy in eV: -9.28
Total charge: 0
SMILES string: CCCSS

Last column: natural (NBO) charge in e.
Positions of all 13 atoms, in Å:
1 C -1.84 0.26 0.41  -0.608
2 C -0.79 -0.02 -0.67  -0.390
3 C 0.67 0.11 -0.18  -0.604
4 S 1.99 0.02 -1.28  0.184
5 S 3.48 -0.12 0.80  -0.170
6 H -1.67 1.34 0.65  0.201
7 H -2.91 0.10 0.17  0.225
8 H -1.58 -0.27 1.34  0.204
9 H -0.96 0.68 -1.51  0.198
10 H -0.93 -1.06 -1.02  0.198
11 H 0.68 -0.72 0.53  0.214
12 H 0.64 0.99 0.43  0.212
13 H 3.23 -1.33 0.32  0.136



Entry 4:
A 4-piece molecular cluster, C34H75O18P3 overall in a non-equilibrium geometry. Source: the OMol25 dataset; level of theory: ωB97M-V/def2-TZVPD.

Results
Gap between HOMO and LUMO in eV: 7.2
HOMO energy in eV: -9.25
Total charge: 0
SMILES string: CCCC[C@@]1(CCCCCCCCCOC)C[C@H](COCCOCCOCC)OC1=O.COP(=O)(OC)OC.COP(=O)(OC)OC.COP(=O)(OC)OC

Last column: Löwdin charge in e.
Positions of all 130 atoms, in Å:
1 C -1.73 5.81 0.20  -0.113
2 C -2.96 5.05 -0.34  -0.230
3 C -2.74 4.21 -1.62  -0.186
4 C -1.36 3.56 -1.78  -0.117
5 C -1.13 2.25 -0.96  -0.303
6 C -0.04 2.57 0.10  -0.107
7 C 0.46 1.38 0.96  -0.164
8 C 1.83 0.93 0.46  -0.196
9 C 2.49 -0.18 1.34  -0.191
10 C 2.34 -1.55 0.66  -0.203
11 C 3.25 -2.63 1.31  -0.191
12 C 2.39 -3.67 2.08  -0.208
13 C 3.18 -4.19 3.29  -0.172
14 C 2.30 -4.95 4.29  -0.245
15 O 3.10 -5.94 4.94  -0.187
16 C 2.50 -6.42 6.13  -0.109
17 C -2.32 1.41 -0.55  -0.046
18 C -1.98 -0.08 -0.87  -0.247
19 C -2.31 -1.09 0.20  -0.150
20 O -2.94 -2.24 -0.36  -0.128
21 C -3.68 -2.89 0.68  -0.177
22 C -3.90 -4.37 0.36  -0.162
23 O -3.24 -5.24 1.27  -0.126
24 C -3.81 -5.18 2.56  -0.216
25 C -3.33 -6.37 3.40  -0.176
26 O -2.05 -6.04 3.90  -0.140
27 C -1.81 -6.49 5.22  -0.276
28 C -1.41 -5.26 6.06  -0.074
29 O -0.66 -0.07 -1.42  0.045
30 C -0.40 1.21 -1.86  -0.421
31 O 0.31 1.41 -2.82  0.129
32 H -1.34 5.31 1.09  0.055
33 H -2.08 6.78 0.55  0.063
34 H -0.97 6.01 -0.55  0.060
35 H -3.70 5.81 -0.61  0.095
36 H -3.44 4.48 0.46  0.096
37 H -2.92 4.85 -2.49  0.110
38 H -3.53 3.45 -1.65  0.090
39 H -0.53 4.23 -1.59  0.104
40 H -1.27 3.27 -2.84  0.116
41 H 0.83 2.98 -0.43  0.123
42 H -0.41 3.37 0.75  0.103
43 H -0.26 0.56 0.99  0.096
44 H 0.60 1.75 1.98  0.114
45 H 1.81 0.54 -0.56  0.100
46 H 2.49 1.80 0.51  0.111
47 H 2.01 -0.24 2.32  0.112
48 H 3.55 0.07 1.46  0.107
49 H 2.62 -1.49 -0.39  0.107
50 H 1.30 -1.88 0.75  0.095
51 H 3.77 -3.18 0.53  0.104
52 H 3.97 -2.19 2.00  0.093
53 H 2.15 -4.50 1.40  0.114
54 H 1.43 -3.25 2.39  0.104
55 H 4.05 -4.78 3.00  0.122
56 H 3.52 -3.29 3.82  0.110
57 H 1.96 -4.23 5.05  0.116
58 H 1.42 -5.41 3.82  0.123
59 H 2.44 -7.51 6.09  0.084
60 H 1.49 -6.02 6.28  0.061
61 H 3.14 -6.16 6.98  0.086
62 H -3.25 1.54 -1.11  0.118
63 H -2.63 1.57 0.49  0.130
64 H -2.59 -0.32 -1.75  0.141
65 H -3.06 -0.62 0.85  0.127
66 H -1.42 -1.40 0.76  0.135
67 H -4.64 -2.36 0.78  0.130
68 H -3.12 -2.76 1.61  0.115
69 H -4.98 -4.58 0.44  0.116
70 H -3.55 -4.65 -0.63  0.133
71 H -4.92 -5.17 2.53  0.127
72 H -3.51 -4.27 3.10  0.123
73 H -4.09 -6.52 4.18  0.122
74 H -3.24 -7.21 2.70  0.132
75 H -2.69 -6.93 5.70  0.109
76 H -1.00 -7.22 5.30  0.111
77 H -2.26 -4.58 6.07  0.074
78 H -1.19 -5.54 7.10  0.075
79 H -0.54 -4.79 5.62  0.053
80 C -6.55 -3.26 -4.71  -0.103
81 O -6.50 -1.92 -5.24  -0.223
82 P -5.10 -1.03 -5.10  0.569
83 O -5.46 0.15 -5.92  -0.259
84 O -4.22 -2.14 -5.92  -0.287
85 C -4.37 -2.23 -7.33  -0.101
86 O -3.79 -0.52 -4.26  -0.269
87 C -2.66 -0.05 -4.98  -0.091
88 H -7.43 -3.35 -4.07  0.084
89 H -6.64 -3.95 -5.54  0.090
90 H -5.66 -3.51 -4.13  0.082
91 H -5.18 -1.61 -7.70  0.085
92 H -4.56 -3.27 -7.60  0.084
93 H -3.43 -1.92 -7.80  0.089
94 H -2.94 0.64 -5.78  0.093
95 H -2.09 -0.88 -5.40  0.093
96 H -2.02 0.48 -4.28  0.079
97 C -1.37 10.16 -5.33  -0.102
98 O -1.52 9.24 -4.22  -0.223
99 P -0.81 9.58 -2.76  0.590
100 O -1.38 8.49 -1.94  -0.256
101 O -1.62 11.00 -2.65  -0.297
102 C -3.01 10.98 -2.33  -0.101
103 O 0.40 10.17 -1.80  -0.263
104 C 0.02 10.63 -0.51  -0.110
105 H -1.03 9.60 -6.20  0.086
106 H -2.34 10.60 -5.54  0.091
107 H -0.66 10.95 -5.11  0.083
108 H -3.42 9.96 -2.34  0.085
109 H -3.55 11.58 -3.07  0.085
110 H -3.15 11.42 -1.35  0.088
111 H -0.65 9.93 -0.01  0.087
112 H -0.44 11.61 -0.58  0.086
113 H 0.94 10.72 0.07  0.092
114 C 8.47 -0.83 -1.07  -0.111
115 O 7.68 -1.29 0.04  -0.243
116 P 8.02 -2.77 0.76  0.670
117 O 7.04 -2.56 1.87  -0.271
118 O 9.54 -2.27 1.11  -0.302
119 C 9.72 -1.22 2.06  -0.104
120 O 8.45 -4.33 1.19  -0.288
121 C 8.95 -4.53 2.50  -0.121
122 H 7.80 -0.54 -1.88  0.085
123 H 9.04 0.05 -0.76  0.088
124 H 9.16 -1.59 -1.43  0.081
125 H 8.77 -0.77 2.35  0.088
126 H 10.37 -0.46 1.63  0.085
127 H 10.21 -1.64 2.94  0.088
128 H 8.34 -4.01 3.24  0.087
129 H 9.99 -4.19 2.57  0.083
130 H 8.92 -5.60 2.69  0.093



Entry 5:
One molecule with the formula C2H3NO3S in a non-equilibrium geometry. Source: the OMol25 dataset; level of theory: ωB97M-V/def2-TZVPD.

Results
Gap between HOMO and LUMO in eV: 11.6
Relative energy (zero: lowest compared OMol25 entry of this formula, charge and spin) in kcal/mol: 41.92
HOMO energy in eV: -10.97
Total charge: 0
SMILES string: O=S1(=O)CN=CO1

Last column: natural (NBO) charge in e.
Positions of all 10 atoms, in Å:
1 O -1.81 0.51 1.31  -0.865
2 S -1.12 0.30 0.06  2.266
3 O -1.89 0.48 -1.11  -0.901
4 C 0.58 0.94 -0.05  -0.491
5 N 1.36 -0.23 0.23  -0.480
6 C 0.72 -1.32 0.11  0.389
7 O -0.58 -1.34 -0.19  -0.642
8 H 0.74 1.99 0.43  0.272
9 H 0.72 0.99 -1.08  0.245
10 H 1.28 -2.33 0.29  0.208



Entry 6:
A 2-piece molecular cluster, C4H9N2O overall in a non-equilibrium geometry. Source: the OMol25 dataset; level of theory: ωB97M-V/def2-TZVPD.

Results
Gap between HOMO and LUMO in eV: 10.6
Relative energy (zero: lowest compared OMol25 entry of this formula, charge and spin) in kcal/mol: 31.62
HOMO energy in eV: -13.80
Total charge: +1

Last column: natural (NBO) charge in e.
Positions of all 16 atoms, in Å:
1 C 0.78 2.66 -0.78  -0.674
2 C 0.47 1.25 -0.67  0.157
3 C 0.69 0.06 -1.37  -0.058
4 N 0.28 -1.03 -0.71  -0.476
5 C -0.18 -0.59 0.44  0.257
6 N -0.23 0.73 0.48  -0.488
7 H 1.78 2.93 -0.94  0.266
8 H 0.30 3.23 0.06  0.242
9 H 0.27 3.18 -1.56  0.261
10 H 1.07 -0.04 -2.41  0.258
11 H 0.11 -2.03 -1.05  0.491
12 H -0.60 -1.15 1.35  0.278
13 H -0.87 1.35 1.12  0.476
14 H -2.02 -3.27 1.73  0.486
15 H -0.77 -3.81 2.56  0.495
16 O -1.09 -3.47 1.74  -0.972



Entry 7:
C21H23CoN4OS2 as an isolated structure. Source: the OMol25 dataset; level of theory: ωB97M-V/def2-TZVPD.

Results
Gap between HOMO and LUMO (spin up / spin down) in eV: 7.9 / 7.8
<S²>: 0.8083
Spin multiplicity: 2
HOMO energy (spin up / spin down) in eV: -10.41 / -10.40
Total charge: +1

Last column: natural (NBO) charge in e.
Positions of all 52 atoms, in Å:
1 Co -0.43 -0.15 0.12  1.067
2 C 1.78 -2.10 -0.27  -0.214
3 C 0.79 -3.19 0.13  -0.456
4 C -0.50 -3.16 -0.64  0.231
5 C -0.90 -4.25 -1.39  -0.242
6 C -2.12 -4.23 -2.03  -0.129
7 C -2.92 -3.11 -1.88  -0.248
8 C -2.44 -2.06 -1.13  0.063
9 N -1.25 -2.05 -0.53  -0.522
10 N 1.48 -0.80 0.36  -0.440
11 C 2.28 0.25 -0.33  -0.271
12 C 1.61 0.63 -1.62  0.216
13 C 2.27 1.31 -2.63  -0.237
14 C 1.57 1.61 -3.79  -0.119
15 C 0.24 1.21 -3.90  -0.239
16 C -0.35 0.58 -2.82  0.100
17 N 0.33 0.28 -1.71  -0.517
18 C 1.84 -0.84 1.79  -0.262
19 C 1.05 0.15 2.58  0.210
20 C 1.50 0.67 3.78  -0.242
21 C 0.66 1.52 4.49  -0.118
22 C -0.59 1.81 3.98  -0.247
23 C -0.96 1.26 2.76  0.084
24 N -0.15 0.46 2.07  -0.534
25 H 1.74 -1.96 -1.35  0.227
26 H 2.80 -2.39 -0.01  0.205
27 H 0.55 -3.12 1.19  0.227
28 H 1.26 -4.17 -0.01  0.241
29 H -0.25 -5.12 -1.46  0.229
30 H -2.45 -5.08 -2.63  0.235
31 H -3.90 -3.05 -2.34  0.240
32 H -3.04 -1.17 -1.01  0.223
33 H 3.29 -0.13 -0.52  0.217
34 H 2.38 1.12 0.33  0.242
35 H 3.31 1.59 -2.52  0.234
36 H 2.05 2.14 -4.60  0.236
37 H -0.34 1.43 -4.78  0.241
38 H -1.39 0.30 -2.83  0.228
39 H 2.92 -0.70 1.93  0.218
40 H 1.60 -1.84 2.18  0.235
41 H 2.48 0.41 4.15  0.234
42 H 0.99 1.94 5.43  0.237
43 H -1.28 2.45 4.50  0.242
44 H -1.93 1.46 2.32  0.248
45 C -2.17 4.68 1.16  -0.269
46 O -2.41 3.29 0.93  -0.517
47 C -1.72 2.67 -0.02  0.045
48 S -0.56 3.38 -0.92  -0.144
49 S -2.35 1.02 -0.18  -0.300
50 H -2.76 4.92 2.04  0.202
51 H -2.50 5.27 0.31  0.207
52 H -1.11 4.86 1.33  0.202



Entry 8:
A 11-piece molecular cluster, C39H91N9O9 overall in a non-equilibrium geometry. Source: the OMol25 dataset; level of theory: ωB97M-V/def2-TZVPD.

Results
Gap between HOMO and LUMO in eV: 9.8
HOMO energy in eV: -9.11
Total charge: 0
SMILES string: CNC(C)=O.CNC(C)=O.CNC(C)=O.CNC(C)=O.CNC(C)=O.CNC(C)=O.CNC(C)=O.CNC(C)=O.CNC(C)=O.CCCCCC.CCCCCC

Last column: Löwdin charge in e.
Positions of all 148 atoms, in Å:
1 C -29.52 -10.33 5.62  -0.094
2 N -29.31 -8.97 6.03  0.005
3 C -29.25 -8.72 7.40  -0.497
4 C -29.19 -7.23 7.76  0.016
5 O -28.98 -9.64 8.16  -0.012
6 H -28.65 -10.92 5.75  0.054
7 H -29.90 -10.45 4.60  0.087
8 H -30.32 -10.75 6.34  0.118
9 H -29.38 -8.20 5.36  0.119
10 H -29.98 -7.01 8.45  0.072
11 H -29.11 -6.61 6.87  0.063
12 H -28.20 -7.12 8.35  0.106
13 C -21.99 -5.26 7.15  -0.043
14 N -21.27 -6.28 6.33  0.064
15 C -21.94 -7.09 5.53  -0.541
16 C -21.09 -8.23 4.94  0.014
17 O -23.10 -6.94 5.08  -0.036
18 H -21.40 -4.31 7.16  0.088
19 H -22.17 -5.56 8.16  0.057
20 H -22.95 -5.01 6.70  0.066
21 H -20.43 -6.66 6.71  0.089
22 H -20.80 -8.02 3.92  0.081
23 H -21.74 -9.11 4.92  0.069
24 H -20.23 -8.49 5.53  0.067
25 C -26.15 -4.71 5.61  -0.066
26 N -25.89 -5.94 4.92  0.049
27 C -26.90 -6.71 4.39  -0.519
28 C -26.49 -8.00 3.79  -0.005
29 O -28.10 -6.44 4.49  -0.014
30 H -25.80 -4.67 6.64  0.061
31 H -27.16 -4.46 5.65  0.063
32 H -25.63 -3.86 5.19  0.086
33 H -24.96 -6.23 4.76  0.066
34 H -25.40 -8.07 3.60  0.084
35 H -27.07 -8.20 2.85  0.111
36 H -26.62 -8.77 4.54  0.054
37 C -17.98 -3.93 11.74  -0.091
38 N -18.18 -3.94 13.14  -0.004
39 C -19.37 -4.41 13.67  -0.510
40 C -19.55 -4.19 15.13  -0.006
41 O -20.21 -4.89 12.89  0.018
42 H -17.05 -3.47 11.51  0.081
43 H -18.81 -3.45 11.18  0.092
44 H -17.99 -4.98 11.38  0.072
45 H -17.56 -3.40 13.72  0.135
46 H -20.48 -4.56 15.48  0.062
47 H -19.59 -3.14 15.33  0.077
48 H -18.77 -4.70 15.76  0.110
49 C -16.53 -6.73 10.06  -0.051
50 N -17.79 -7.46 10.32  0.027
51 C -18.91 -7.47 9.55  -0.545
52 C -20.10 -8.14 10.20  0.007
53 O -19.06 -6.84 8.53  0.034
54 H -16.59 -6.07 9.21  0.085
55 H -15.82 -7.53 9.85  0.079
56 H -16.19 -6.24 10.90  0.039
57 H -18.02 -7.68 11.28  0.080
58 H -20.64 -7.44 10.81  0.066
59 H -19.78 -9.00 10.79  0.067
60 H -20.73 -8.49 9.35  0.091
61 C -18.90 -10.80 13.67  -0.075
62 N -18.56 -9.39 13.41  0.032
63 C -17.34 -8.84 13.48  -0.548
64 C -16.13 -9.73 13.82  -0.010
65 O -17.23 -7.62 13.38  -0.003
66 H -18.36 -11.47 13.09  0.052
67 H -19.94 -10.91 13.22  0.092
68 H -18.88 -11.17 14.69  0.081
69 H -19.36 -8.80 13.19  0.092
70 H -15.31 -9.05 14.13  0.085
71 H -15.82 -10.40 12.99  0.090
72 H -16.30 -10.51 14.62  0.088
73 C -24.08 -6.80 13.02  -0.097
74 N -22.77 -7.33 12.73  0.055
75 C -22.42 -8.66 12.93  -0.509
76 C -23.41 -9.73 13.25  0.010
77 O -21.29 -9.05 12.76  0.001
78 H -24.54 -6.88 14.02  0.090
79 H -24.88 -7.20 12.40  0.051
80 H -24.03 -5.67 12.89  0.097
81 H -22.06 -6.64 12.56  0.103
82 H -22.88 -10.68 13.34  0.083
83 H -24.27 -9.85 12.53  0.070
84 H -24.05 -9.63 14.12  0.079
85 C -25.86 -9.88 7.29  -0.092
86 N -24.86 -8.88 7.20  0.057
87 C -24.06 -8.54 8.23  -0.528
88 C -24.38 -9.01 9.62  0.024
89 O -23.15 -7.77 8.04  0.047
90 H -26.40 -10.09 6.34  0.086
91 H -26.69 -9.60 7.98  0.071
92 H -25.50 -10.80 7.82  0.065
93 H -24.54 -8.54 6.30  0.122
94 H -23.45 -9.24 10.13  0.095
95 H -25.12 -9.78 9.73  0.029
96 H -24.80 -8.25 10.22  0.063
97 C -28.53 -8.03 11.33  -0.054
98 N -28.14 -9.38 10.95  0.034
99 C -27.22 -10.06 11.63  -0.588
100 C -26.63 -11.26 11.00  -0.020
101 O -26.79 -9.67 12.71  0.012
102 H -29.47 -8.06 11.96  0.106
103 H -28.77 -7.47 10.45  0.041
104 H -27.73 -7.59 11.93  0.070
105 H -28.51 -9.64 10.04  0.088
106 H -26.95 -12.18 11.53  0.100
107 H -25.53 -11.15 11.13  0.064
108 H -26.77 -11.41 9.88  0.087
109 C -22.22 -12.59 5.98  -0.107
110 C -23.48 -12.55 6.84  -0.279
111 C -23.25 -12.36 8.31  -0.204
112 C -24.20 -13.23 9.16  -0.225
113 C -24.01 -14.78 9.15  -0.255
114 C -24.80 -15.50 10.22  -0.107
115 H -21.59 -13.49 6.17  0.084
116 H -21.57 -11.67 6.14  0.092
117 H -22.57 -12.59 5.01  0.037
118 H -24.12 -11.74 6.46  0.088
119 H -24.03 -13.46 6.60  0.101
120 H -23.59 -11.37 8.63  0.079
121 H -22.22 -12.65 8.55  0.119
122 H -23.98 -12.98 10.26  0.117
123 H -25.25 -12.94 9.14  0.087
124 H -24.17 -15.09 8.08  0.104
125 H -22.96 -15.05 9.31  0.105
126 H -25.87 -15.49 10.08  0.069
127 H -24.63 -16.54 10.27  0.051
128 H -24.57 -15.00 11.12  0.057
129 C -25.66 -5.25 9.83  -0.120
130 C -24.58 -4.30 10.43  -0.253
131 C -24.18 -3.24 9.39  -0.235
132 C -22.86 -2.53 9.67  -0.245
133 C -22.43 -1.41 8.74  -0.266
134 C -21.38 -0.49 9.35  -0.120
135 H -25.29 -5.85 9.03  0.044
136 H -26.58 -4.73 9.51  0.079
137 H -25.97 -5.91 10.68  0.054
138 H -25.09 -3.86 11.31  0.108
139 H -23.76 -5.01 10.73  0.105
140 H -25.03 -2.54 9.29  0.115
141 H -24.18 -3.73 8.38  0.100
142 H -22.88 -2.18 10.73  0.120
143 H -22.10 -3.30 9.70  0.100
144 H -22.08 -1.91 7.82  0.096
145 H -23.29 -0.78 8.38  0.117
146 H -20.91 -0.94 10.25  0.072
147 H -20.49 -0.49 8.72  0.062
148 H -21.67 0.53 9.61  0.069